Record 1
Below is 2 unconnected molecules or ions with the total composition C4H11NO2 in a non-equilibrium geometry, with properties calculated with wB97M-V/def2-TZVPD.

Geometry as XYZ:
```
18
Properties=species:S:1:pos:R:3:nbo_charge:R:1
C -1.514 -0.448 -1.508 -0.734
C -0.631 -0.210 -0.316 0.630
N 0.653 -0.724 -0.272 -0.020
C 1.439 -0.508 0.981 -0.440
C 1.098 -1.797 -1.206 -0.439
O -1.096 0.276 0.707 -0.407
H -1.753 -1.535 -1.478 0.261
H -2.469 0.038 -1.277 0.284
H -1.177 -0.091 -2.459 0.263
H 2.481 -0.658 0.695 0.246
H 1.006 -1.287 1.586 0.264
H 1.228 0.508 1.390 0.294
H 0.800 -2.680 -0.637 0.270
H 0.617 -1.620 -2.175 0.264
H 2.179 -1.778 -1.187 0.260
H -0.615 3.684 1.242 0.485
H -0.575 2.164 1.414 0.467
O -0.015 2.945 1.409 -0.948
```

Properties
- 2S+1: 2
- Charge: +1
- E_LUMO (alpha / beta): -3.615 / -8.544 eV
- ⟨S²⟩: 0.771
- Gap between HOMO and LUMO (alpha / beta): 10.93 / 5.98 eV
- HOMO level (alpha / beta): -14.540 / -14.527 eV

***

Record 2
Below is a molecular structure, C6H10Br9NO in a non-equilibrium geometry, with properties calculated with wB97M-V/def2-TZVPD.

Geometry as XYZ:
```
27
Properties=species:S:1:pos:R:3:nbo_charge:R:1
C 1.056 -5.227 0.833 0.529
O 1.361 -6.271 0.290 -0.597
N 1.778 -4.073 0.602 -0.437
C 1.784 -2.816 1.445 -0.420
C 2.512 -3.915 -0.643 -0.422
H 0.475 -4.962 1.730 0.109
H 1.328 -3.132 2.383 0.204
H 1.187 -2.102 0.879 0.197
H 2.679 -2.279 1.760 0.217
H 2.750 -4.862 -1.127 0.238
H 1.919 -3.313 -1.332 0.181
H 3.473 -3.452 -0.416 0.199
C -1.376 5.015 1.073 -0.459
Br -2.926 4.877 2.244 0.100
Br 0.070 5.976 1.927 0.103
Br -1.860 5.782 -0.769 0.042
H -0.979 4.017 0.890 0.209
C 0.797 1.480 -0.701 -0.453
Br 2.364 2.170 0.340 0.061
Br 1.023 -0.388 -1.361 0.090
Br 0.386 2.910 -1.997 0.090
H -0.059 1.555 -0.031 0.208
C -4.026 2.549 -1.575 -0.423
Br -2.754 1.620 -0.311 0.048
Br -3.175 3.169 -3.294 0.061
Br -5.265 3.938 -0.737 0.105
H -4.521 1.731 -2.099 0.218
```

Properties
- E_LUMO: -1.227 eV
- Gap between HOMO and LUMO: 8.02 eV
- HOMO level: -9.246 eV

***

Record 3
Below is C4H8FNO in the gas phase in a non-equilibrium geometry, with properties calculated with wB97M-V/def2-TZVPD.

Geometry as XYZ:
```
15
Properties=species:S:1:pos:R:3:nbo_charge:R:1
C -2.409 0.387 -0.308 -0.518
C -1.131 -0.159 -0.118 0.432
F -0.856 -1.383 -0.698 -0.365
C 0.111 0.167 0.587 -0.189
N 1.107 -0.856 0.801 -0.850
C 1.076 0.848 -0.403 -0.093
O 1.897 -0.149 -1.233 -0.770
H -2.803 1.138 0.324 0.230
H -2.960 -0.378 -1.000 0.243
H -0.122 0.878 1.487 0.211
H 1.800 -0.558 1.456 0.399
H 0.728 -1.939 0.906 0.404
H 1.594 1.762 0.153 0.188
H 0.360 1.362 -1.264 0.188
H 1.607 -1.118 -0.690 0.491
```

Properties
- SMILES: C=C(F)[C@@H](N)CO
- E_LUMO: 0.696 eV
- Gap between HOMO and LUMO: 9.75 eV
- HOMO level: -9.050 eV

***

Record 4
Below is a molecular structure, C9H19ClINO3PY in a non-equilibrium geometry, with properties calculated with wB97M-V/def2-TZVPD.

Geometry as XYZ:
```
36
Properties=species:S:1:pos:R:3:nbo_charge:R:1
C 0.613 -2.153 -0.337 -0.728
C 1.957 -1.697 -0.808 0.446
H 0.706 -3.038 0.311 0.270
H -0.004 -2.402 -1.208 0.266
H 0.105 -1.362 0.236 0.218
O 2.279 -1.440 -1.978 -0.519
I 2.838 0.297 0.673 0.035
Y -1.981 1.332 -0.211 2.118
P -0.351 1.260 -2.398 0.651
C 1.364 1.783 -2.649 -0.932
C -0.442 -0.269 -3.392 -0.929
H -2.362 2.351 -3.288 0.245
H -1.073 2.155 -4.515 0.280
H -0.947 3.452 -3.286 0.259
C -1.280 2.422 -3.471 -0.932
H -1.357 -0.817 -3.135 0.259
H -0.469 0.009 -4.454 0.265
H 1.470 2.236 -3.645 0.272
H 2.030 0.914 -2.553 0.286
H 0.438 -0.895 -3.185 0.286
H 1.633 2.520 -1.882 0.250
C 3.113 -1.783 0.197 0.441
O 3.843 -2.668 0.512 -0.381
Cl -3.663 -0.099 -1.234 -0.571
C 0.249 -0.969 3.174 -0.448
N -0.781 -0.077 3.714 -0.287
C -1.024 -0.031 5.156 -0.432
C -1.520 0.663 2.924 0.551
O -1.377 0.646 1.642 -0.892
H 0.757 -1.422 4.030 0.250
H 0.977 -0.415 2.561 0.240
H -0.202 -1.760 2.560 0.232
H -0.825 0.974 5.552 0.243
H -2.070 -0.281 5.380 0.243
H -0.363 -0.753 5.637 0.250
H -2.282 1.313 3.367 0.195
```

Properties
- Charge: +2
- E_LUMO: -8.114 eV
- Gap between HOMO and LUMO: 7.03 eV
- HOMO level: -15.148 eV

***

Record 5
Below is a molecular structure, C38H42Br6N5O11Sr in a non-equilibrium geometry, with properties calculated with wB97M-V/def2-TZVPD.

Geometry as XYZ:
```
103
Properties=species:S:1:pos:R:3:lowdin_charge:R:1
Sr -2.878 0.119 24.580 1.645
C 0.281 -1.165 27.418 -0.086
C 0.545 -0.128 26.342 -0.471
O -0.541 -0.152 25.502 -0.498
H 1.154 -1.099 28.067 0.037
H 0.301 -2.124 26.901 0.040
H -0.650 -1.018 27.966 0.069
H 1.443 -0.331 25.759 0.086
H 0.718 0.804 26.881 0.084
Br -3.854 -1.303 32.341 0.637
C -2.205 -0.267 32.499 -0.752
C -1.738 0.224 31.148 -0.657
Br -0.065 1.307 31.430 0.618
H -1.468 -0.836 33.066 -0.026
H -2.434 0.537 33.199 0.055
H -2.382 1.038 30.815 0.040
H -1.688 -0.438 30.284 0.029
Br 4.069 4.949 26.557 0.611
C 4.433 3.332 27.657 -0.651
C 3.103 2.542 27.757 -0.593
Br 3.522 0.791 28.714 0.650
H 4.923 3.689 28.562 0.059
H 5.147 2.714 27.113 0.045
H 2.691 2.288 26.781 0.030
H 2.480 3.187 28.377 0.057
Br 0.140 -2.485 31.941 0.725
C 1.736 -1.846 31.039 -0.706
C 3.035 -2.135 31.765 -0.672
Br 3.261 -4.045 32.110 0.616
H 1.711 -0.776 30.832 -0.020
H 1.795 -2.381 30.091 0.038
H 3.141 -1.655 32.738 0.059
H 3.866 -1.820 31.134 0.037
C 4.596 -2.662 23.899 -0.079
C 5.029 -3.928 24.292 -0.045
C 4.922 -4.258 25.634 -0.018
C 4.587 -3.336 26.603 -0.134
C 4.247 -2.069 26.171 -0.025
C 4.235 -1.731 24.836 -0.086
N 4.578 -3.636 28.072 -0.267
O 4.636 -2.685 28.932 0.002
O 4.607 -4.823 28.388 0.088
H 4.588 -2.370 22.860 0.110
H 5.416 -4.666 23.605 0.113
H 5.164 -5.253 25.978 0.124
H 4.002 -1.277 26.863 0.046
H 3.845 -0.816 24.417 0.094
C 0.355 -3.594 22.273 -0.074
C 0.563 -5.019 22.204 -0.030
C 1.039 -5.685 23.367 -0.004
C 1.313 -4.995 24.570 -0.090
C 1.153 -3.546 24.501 -0.010
C 0.636 -2.881 23.411 -0.103
N 1.637 -5.643 25.886 -0.330
O 1.765 -6.852 25.800 0.090
O 1.628 -5.004 26.933 0.068
H -0.066 -2.991 21.483 0.096
H 0.412 -5.621 21.320 0.101
H 1.296 -6.724 23.229 0.113
H 1.364 -2.955 25.380 0.083
H 0.324 -1.847 23.415 0.088
C -8.120 -3.324 28.059 -0.019
C -7.328 -3.049 29.216 -0.033
C -6.093 -2.471 29.058 -0.009
C -5.560 -2.123 27.786 -0.117
C -6.306 -2.489 26.655 -0.007
C -7.598 -3.066 26.786 -0.045
N -4.208 -1.509 27.751 -0.303
O -3.503 -1.564 28.690 0.136
O -3.905 -0.760 26.794 -0.146
H -9.116 -3.723 28.182 0.113
H -7.673 -3.231 30.223 0.116
H -5.502 -2.187 29.916 0.072
H -5.810 -2.313 25.712 0.102
H -8.107 -3.289 25.860 0.112
C 2.999 3.624 23.278 -0.080
C 2.297 4.810 23.081 -0.063
C 0.915 4.798 22.915 -0.002
C 0.195 3.620 23.030 -0.130
C 0.870 2.396 23.338 0.031
C 2.314 2.403 23.516 -0.027
N -1.286 3.688 22.937 -0.300
O -2.007 2.727 23.290 -0.059
O -1.800 4.762 22.604 0.103
H 4.066 3.576 23.432 0.101
H 2.840 5.736 22.958 0.116
H 0.374 5.710 22.709 0.123
H 0.364 1.452 23.478 0.078
H 2.775 1.444 23.700 0.088
C -1.437 -4.192 28.319 -0.073
C -2.182 -4.779 29.354 -0.038
C -3.420 -5.388 29.069 0.024
C -3.727 -5.686 27.708 -0.149
C -2.970 -5.175 26.697 -0.018
C -1.861 -4.362 27.023 -0.070
N -5.038 -6.311 27.392 -0.307
O -5.641 -5.810 26.405 0.025
O -5.567 -7.150 28.113 0.091
H -0.596 -3.568 28.580 0.092
H -1.748 -4.716 30.341 0.092
H -4.051 -5.794 29.846 0.116
H -3.127 -5.342 25.642 0.118
H -1.250 -3.992 26.213 0.089
```

Properties
- Charge: +1
- E_LUMO: -4.431 eV
- Gap between HOMO and LUMO: 6.51 eV
- HOMO level: -10.941 eV

***

In kcal per mole, the energy above the lowest of the compared OMol25 structures with the same formula, charge and spin values for the records above are, in order, 12.2; 32.7; 102.5; 4.7; 0.0.